Record 1
The following is a quantum chemistry calculation of an isolated ion of composition C3H6N3O and charge +1 in a non-equilibrium geometry, from OMol25.

As for the total charge: +1. The value obtained for the orbital gap is 8.63 eV. As for the SMILES: N/C=[NH+]\CC#[N+][O-]. The HOMO energy comes out at -13.359 eV. The LUMO energy comes out at -4.733 eV.

Last column: Mulliken charge in e.
Geometry (Å):
C: -0.1988 0.3920 1.3330  0.029
C: -0.8981 -0.8713 -0.6280  -0.314
C: 0.4371 -0.4153 -0.9930  0.063
N: 1.3514 -0.1850 -1.6375  0.602
N: 0.6600 1.1000 0.5765  -0.399
N: -1.0714 -0.3537 0.7967  -0.133
O: 2.3104 -0.0871 -2.3556  -0.606
H: -0.0020 0.3441 2.4163  0.368
H: -1.6197 -0.4332 -1.2174  0.291
H: -0.9936 -1.8886 -0.4518  0.281
H: 0.3378 1.8385 -0.1023  0.341
H: 1.5391 1.2777 0.9529  0.242
H: -1.8522 -0.7181 1.3102  0.235

***

Record 2
The following is a quantum chemistry calculation of an isolated ion of composition C3H6N3O and charge +1 in a non-equilibrium geometry, from OMol25.

As for the total charge: +1. The value obtained for the orbital gap (alpha / beta) is 7.92 / 7.92 eV. The HOMO energy (alpha / beta) comes out at -13.078 / -13.079 eV. The LUMO energy (alpha / beta) comes out at -5.163 / -5.162 eV.

Last column: Mulliken charge in e.
Geometry (Å):
C: -1.6386 0.5089 0.2869  0.067
C: -1.7021 -0.7531 0.7575  -0.351
C: 1.2283 -0.2709 0.5517  -0.107
N: -0.6226 -1.6648 0.8486  -0.629
N: 0.4109 -1.1892 0.4603  0.427
N: 2.1713 0.0640 -0.6080  -0.274
O: -0.6649 1.0484 -0.4892  -0.442
H: -2.4831 1.1369 0.3610  0.345
H: -2.5951 -1.1259 1.1320  0.453
H: 3.2058 0.3527 -0.2307  0.437
H: 1.5718 0.8219 -1.0193  0.372
H: 2.1995 -0.7425 -1.1884  0.342
H: -1.0813 1.8136 -0.8624  0.361

***

Record 3
The following is a quantum chemistry calculation of a 2-piece molecular cluster, C3H6N3O2 overall in a non-equilibrium geometry, from OMol25.

As for the total charge: +1. The value obtained for the orbital gap is 10.12 eV. The HOMO energy comes out at -13.734 eV. The LUMO energy comes out at -3.617 eV.

Last column: Mulliken charge in e.
Geometry (Å):
C: -0.4862 -1.4479 0.0267  0.167
C: -0.7293 2.0048 0.8583  -0.426
C: 0.3430 -0.4778 -0.3346  -0.073
N: -1.6181 2.5180 1.3848  0.075
N: 1.0540 0.2363 -1.0583  0.472
N: -0.2607 -2.4560 0.8580  -0.354
O: 1.4248 1.4910 -0.7572  -0.422
O: 1.5499 -0.1686 -2.2566  -0.399
H: -1.5157 -1.3159 -0.3016  0.334
H: 0.7795 1.8584 -0.0634  0.473
H: -2.3770 2.9664 1.8502  0.308
H: 0.6635 -2.6579 1.2045  0.222
H: 2.1870 0.4970 -2.5775  0.383
H: -1.0145 -3.0479 1.1665  0.240

***

Record 4
The following is a quantum chemistry calculation of an isolated ion of composition C3H6N3O2 and charge +1 in a non-equilibrium geometry, from OMol25.

As for the total charge: +1. The value obtained for the orbital gap is 9.34 eV. As for the SMILES: NC(=O)/[NH+]=C/NC=O. The HOMO energy comes out at -15.093 eV. The LUMO energy comes out at -5.756 eV.

Last column: Mulliken charge in e.
Geometry (Å):
C: -0.8073 1.0077 0.1748  0.117
C: -2.9250 -0.3068 0.0588  -0.003
C: 1.5301 0.5406 0.0314  0.406
N: 2.4200 -0.7410 0.0430  -0.503
N: -2.1145 0.8438 0.2834  -0.059
N: 0.1285 0.0688 0.0217  -0.185
O: -4.0522 -0.2449 -0.2433  -0.323
O: 1.8532 1.6725 0.1472  -0.402
H: -0.3034 1.9256 0.5396  0.392
H: -2.3311 -1.1397 0.2034  0.389
H: 2.3664 -1.1259 0.9156  0.246
H: 3.3848 -0.4743 -0.2590  0.310
H: -2.5760 1.7410 0.4881  0.295
H: 0.2208 -0.6158 -0.6598  0.320

***

Record 5
The following is a quantum chemistry calculation of a 3-piece molecular cluster, C3H6N3O4 overall in a non-equilibrium geometry, from OMol25.

As for the total charge: +1. The value obtained for the orbital gap is 9.63 eV. The HOMO energy comes out at -14.566 eV. The LUMO energy comes out at -4.939 eV.

Last column: Mulliken charge in e.
Geometry (Å):
C: -0.1510 0.4921 1.2907  -0.009
C: -1.7887 -0.1090 -1.3700  0.568
C: 0.7943 1.2270 0.5686  0.595
N: 1.6630 0.6579 -0.2114  -0.252
N: -0.7345 -0.4142 1.7588  0.622
N: -2.8216 0.4904 -1.4411  -0.449
O: 0.5663 2.5364 0.5652  -0.456
O: 1.5174 -1.9976 -0.3117  -0.588
O: -1.5911 -1.0998 2.1549  -0.520
O: -0.7176 -0.5521 -1.3391  -0.416
H: 1.7201 -0.4886 -0.2211  0.353
H: 2.1321 1.2710 -0.8490  0.240
H: -3.7026 0.1362 -1.1109  0.308
H: 1.0560 -2.7146 -0.8837  0.332
H: 2.0863 -2.4392 0.2334  0.286
H: -0.0283 3.0040 1.1665  0.387

***

Record 6
The following is a quantum chemistry calculation of a 2-piece molecular cluster, C3H6N3S overall in a non-equilibrium geometry, from OMol25.

As for the total charge: +1. The value obtained for the orbital gap is 9.36 eV. The HOMO energy comes out at -13.213 eV. The LUMO energy comes out at -3.857 eV.

Last column: Mulliken charge in e.
Geometry (Å):
C: 3.1094 -1.8730 1.2568  0.390
C: -1.8065 0.0177 -0.6837  0.450
C: 0.0563 1.0616 0.5540  -0.462
N: 4.1503 -1.8008 1.7196  -0.151
N: -2.9810 -0.0200 -0.8203  -0.207
N: -0.6519 0.0648 -0.2548  -0.013
S: 1.9918 -1.8046 0.1857  -0.469
H: 0.1644 2.1314 0.1977  0.303
H: 1.1523 0.6052 0.6067  0.078
H: -0.4038 0.9826 1.5614  0.351
H: -3.5831 0.0925 -1.6235  0.350
H: 4.8503 -1.9318 2.4990  0.348
H: -0.0686 -0.8186 -0.1420  0.031

***

Record 7
The following is a quantum chemistry calculation of an isolated ion of composition C3H6N3S and charge +1 in a non-equilibrium geometry, from OMol25.

As for the total charge: +1. The value obtained for the orbital gap (alpha / beta) is 6.16 / 6.21 eV. The HOMO energy (alpha / beta) comes out at -13.674 / -13.693 eV. The LUMO energy (alpha / beta) comes out at -7.514 / -7.478 eV.

Last column: Mulliken charge in e.
Geometry (Å):
C: 1.1694 -0.3676 0.9186  0.450
C: -0.8550 -0.1431 -1.3721  -0.518
C: -0.2657 0.8446 -0.4829  0.301
N: 1.0293 0.6121 0.0014  -0.290
N: 0.1142 -1.0815 1.1561  -0.354
N: -1.2696 0.0500 0.0473  -0.348
S: 2.5712 -1.0854 1.5670  -0.136
H: -1.5227 0.1952 -2.0939  0.368
H: -0.1200 -0.9242 -1.6131  0.248
H: -0.3035 1.9810 -0.5147  0.343
H: 1.5065 1.5564 0.0976  0.356
H: 0.1571 -1.8252 1.9428  0.319
H: -2.2113 0.1877 0.3457  0.259

***

Record 8
The following is a quantum chemistry calculation of a 2-piece molecular cluster, C3H6N3S overall in a non-equilibrium geometry, from OMol25.

As for the total charge: +1. The value obtained for the orbital gap is 8.37 eV. The HOMO energy comes out at -14.013 eV. The LUMO energy comes out at -5.641 eV.

Last column: Mulliken charge in e.
Geometry (Å):
C: -0.6317 -0.3386 -1.7121  0.456
C: -1.6855 -0.9360 -0.9494  -0.359
C: 0.8734 0.3942 1.8661  -0.675
N: 1.3939 1.1760 -0.2621  1.084
N: 2.0285 1.3419 -1.1791  -0.825
N: 0.6252 0.9587 0.5907  -0.313
S: 0.4930 0.0241 -2.6601  -0.081
H: -1.3959 -0.9693 0.1039  0.198
H: -2.5636 -0.1182 -1.1569  0.313
H: -1.8119 -1.9646 -1.4329  0.321
H: 1.8538 0.1789 2.0492  0.403
H: 0.5166 0.9329 2.7728  0.274
H: 0.3043 -0.6800 1.9700  0.205

***

Record 9
The following is a quantum chemistry calculation of a single C3H6N4 molecule in a non-equilibrium geometry, from OMol25.

As for the total charge: 0. The value obtained for the orbital gap is 10.11 eV. As for the SMILES: [H]/N=C1/NCC=NN1. The HOMO energy comes out at -9.323 eV. The LUMO energy comes out at 0.784 eV.

Last column: Mulliken charge in e.
Geometry (Å):
C: 1.2581 -0.0369 0.0187  0.378
C: -1.0562 0.9600 0.1398  -0.385
C: -1.6175 -0.3748 -0.3300  -0.168
H: 2.9087 -1.1155 -0.2573  0.222
H: 1.0393 1.9540 0.0384  0.272
H: -1.5902 1.0842 1.1585  0.218
H: -1.5141 1.7113 -0.4821  0.334
H: -2.6272 -0.3458 -0.4680  0.424
H: 0.8005 -1.9950 -0.0153  0.331
N: 2.5455 -0.1381 -0.2371  -0.697
N: 0.4529 1.0938 0.0556  -0.201
N: -0.9406 -1.4983 -0.1490  -0.436
N: 0.3409 -1.2988 0.5278  -0.291

***

Record 10
The following is a quantum chemistry calculation of C3H6N4 as an isolated structure in a non-equilibrium geometry, from OMol25.

As for the total charge: 0. The value obtained for the orbital gap (alpha / beta) is 8.86 / 5.85 eV. The HOMO energy (alpha / beta) comes out at -8.951 / -7.016 eV. The LUMO energy (alpha / beta) comes out at -0.094 / -1.169 eV.

Last column: Mulliken charge in e.
Geometry (Å):
C: 2.5752 -0.5088 1.4433  -0.710
C: -2.4772 0.5236 -0.0521  -0.269
C: 1.5282 -0.1126 0.7385  0.224
N: 1.0935 -0.7112 -0.3596  -0.459
N: -0.5030 -0.0950 -2.2065  -0.589
N: -1.2334 0.6160 -0.0237  -0.285
N: -0.5356 -0.0719 -0.9363  0.444
H: 3.0286 0.0578 2.1941  0.306
H: 3.0983 -1.4166 1.1215  0.268
H: -3.2918 0.8085 0.6408  0.257
H: -2.8529 -0.0926 -0.9031  0.227
H: 0.9965 0.8027 1.0108  0.347
H: -1.4263 0.2001 -2.6676  0.238

***

So what do the calculations give for molar mass? Going down the list: 100.1; 100.1; 116.1; 116.1; 148.1; 116.2; 116.2; 116.2; 98.1; 98.1 g mol⁻¹.
So what do the calculations give for energy above the lowest of the compared OMol25 structures with the same formula, charge and spin? Going down the list: 377.5; 459.5; 502.9; 68.2; 0.0; 204.6; 491.8; 451.9; 289.0; 784.9 kJ/mol.